A molecular structure, C21H29N3O3S in a non-equilibrium geometry. Source: the OMol25 dataset; level of theory: ωB97M-V/def2-TZVPD.

```
57
Properties=species:S:1:pos:R:3:lowdin_charge:R:1
S 1.23777 -2.37608 0.90330 0.7062
O -0.40987 0.13352 -4.90179 -0.2453
O 2.96954 0.75229 -2.15332 -0.0029
O 2.28188 2.18408 2.70316 0.0193
N 2.04493 -1.50329 -2.09350 0.0729
N 2.37578 -0.15163 0.71362 -0.0081
N 0.19572 -0.28049 1.82942 -0.0349
C -1.08129 -0.94623 2.35195 -0.1197
C -4.33109 0.17291 1.36824 -0.1254
C -5.70099 0.12579 -0.89570 -0.0195
C -3.19135 0.08068 1.94136 -0.1308
C -1.00126 -1.04699 -4.12850 -0.2092
C 2.94970 -0.42990 -1.60637 -0.2542
C 1.87575 2.61087 4.81486 -0.0491
C -0.94687 1.61585 -4.63061 -0.0820
C -0.14379 -1.16808 -3.02103 -0.1970
C 0.91186 1.80926 3.01063 -0.2525
C 2.81456 2.32435 3.91238 -0.1629
C -2.15204 -1.13853 0.20413 -0.0428
C -2.21658 -0.71626 1.60844 -0.2423
C -3.25998 -0.96340 -0.41758 -0.0281
C 1.36547 -1.36789 -3.27050 -0.1843
C 1.19314 -0.69631 1.10403 -0.7046
C 0.88479 1.89143 4.19450 -0.1826
C 3.10506 -0.49393 -0.16161 -0.3967
C -0.24246 1.89671 -3.32517 -0.0592
C -4.47159 -0.05050 0.03993 -0.1679
C 0.01922 1.30496 1.88783 0.0430
H -0.08885 1.50937 4.94602 0.2091
H -3.29742 -0.95125 -1.65291 0.1489
H -0.43260 2.17062 -5.41430 0.1252
H -0.59656 -2.16088 -2.82833 0.1352
H -1.77282 1.30992 -4.66728 -0.0153
H 4.06894 -0.06358 -0.08854 0.1382
H 1.98977 -2.17241 -1.50291 -0.0319
H -5.72413 -0.63519 -1.62920 0.0550
H -0.30506 3.06300 -3.44920 0.1195
H -1.36119 -1.78826 -0.12321 0.0838
H 0.77203 1.75640 -3.23091 0.0424
H -5.57141 0.97973 -1.24523 -0.0347
H -1.03026 1.52488 2.09099 0.1206
H 1.95644 2.50714 5.89421 0.1187
H 3.32030 -1.71503 -0.02569 0.1456
H -6.75539 0.23066 -0.13025 0.1735
H -0.84625 1.54438 -2.59845 0.0286
H 1.79343 -0.64563 -3.77161 0.0585
H -5.26672 0.73612 1.76890 0.1517
H 1.54009 -2.35409 -3.90042 0.1725
H 0.44392 1.72858 0.99842 0.1166
H -0.98080 -1.85846 -4.99939 0.1650
H -1.00334 -0.58891 3.32327 0.1202
H -0.69064 -1.82301 2.32191 0.0119
H 3.95618 2.86309 3.92087 0.1972
H -3.11377 0.42831 3.05484 0.1702
H -2.06462 -0.82916 -4.10858 0.1066
H 2.19198 0.86740 0.77080 0.1593
H -0.25083 -0.47022 -2.30066 0.0682
```

Energy above the lowest of the compared OMol25 structures with the same formula, charge and spin: 20.9785 eV
Gap between HOMO and LUMO: 8.347 eV

A molecular structure, C11H23AlClI2NP2 in a non-equilibrium geometry. Source: the OMol25 dataset; level of theory: ωB97M-V/def2-TZVPD.

```
41
Properties=species:S:1:pos:R:3:lowdin_charge:R:1
I 0.20833 -1.68715 -3.82012 0.2641
I 2.76405 -2.57459 -3.51594 0.1370
Cl 0.37830 0.87292 2.58458 0.3624
P 0.13651 -2.25743 1.38278 0.7701
P 1.67465 1.84502 -0.35432 0.7865
Al 0.47748 -0.01579 0.65682 -0.1303
N -1.26215 0.35398 -0.15748 -0.0734
C 1.21528 -2.85252 2.72947 -0.2208
C -2.44683 0.45319 -2.20945 -0.0305
C -3.47302 1.26110 -0.21011 0.0049
C 0.04976 -3.64859 0.20989 -0.2246
C 3.18222 2.47339 0.49109 -0.2186
C 2.10093 1.91455 -2.13034 -0.2265
C -2.30964 0.94863 0.48766 -0.0736
C 0.54121 3.27885 -0.14133 -0.2265
C -1.50324 -2.27182 2.21024 -0.2232
C -3.55040 1.01606 -1.58669 0.0165
C -1.31825 0.14290 -1.48933 -0.2033
H 2.43429 2.92819 -2.40995 0.0790
H 1.05614 -3.83476 -0.19049 0.0553
H -4.30740 1.67510 0.34988 0.1319
H -0.43133 -0.33351 -1.94934 -0.0942
H 1.23673 1.62897 -2.74637 0.0398
H -0.33992 -4.55055 0.71144 0.0799
H -2.18785 1.15476 1.56256 0.1109
H 0.75107 -3.72388 3.21821 0.0775
H -4.44857 1.24396 -2.15819 0.1385
H -0.60087 -3.36506 -0.63036 0.0443
H 1.38789 -2.07148 3.48323 0.0566
H 1.10545 4.17383 -0.43370 0.0716
H -1.58329 -1.49460 2.98018 0.0522
H -2.32983 -2.10782 1.50803 0.0584
H 3.40735 3.50226 0.16290 0.0764
H 2.18957 -3.14517 2.31673 0.0658
H 0.21343 3.39987 0.89767 0.0494
H 2.89882 1.18674 -2.32796 0.0539
H -2.42464 0.20463 -3.26377 0.1120
H 3.06416 2.47680 1.58401 0.0562
H -1.63157 -3.24908 2.69387 0.0740
H 4.04346 1.83336 0.25579 0.0641
H -0.36828 3.21474 -0.75179 0.0564
```

Total charge: +2
Gap between HOMO and LUMO: 7.558 eV

10 unconnected molecules or ions with the total composition C48H58N2O6 in a non-equilibrium geometry. Source: the OMol25 dataset; level of theory: ωB97M-V/def2-TZVPD.

```
114
Properties=species:S:1:pos:R:3:lowdin_charge:R:1
O 14.56167 1.16106 35.92386 -0.1700
O 8.85577 7.40471 35.30109 0.0354
O 13.34525 1.16134 33.22159 -0.1879
O 4.73813 0.41248 31.11925 0.0412
O 8.16894 5.84067 36.57224 0.0773
O 6.30868 1.43514 32.19523 0.0287
N 9.02795 6.34436 35.92003 -0.4349
N 5.52283 1.36857 31.25566 -0.4032
C 7.52974 -2.36184 28.62090 -0.0997
C 12.58731 2.57736 27.54545 -0.0928
C 9.71638 6.18803 32.20776 -0.1120
C 4.78529 11.38526 30.98226 -0.0980
C 10.30258 3.90694 31.81727 -0.1011
C 15.30211 6.13529 35.19019 -0.0885
C 5.62530 2.35846 30.13490 0.0605
C 8.79675 1.80769 35.69998 -0.1054
C 14.65089 3.79961 30.67287 -0.1305
C 15.25753 6.70413 32.84683 -0.0949
C 8.39401 5.81298 32.38485 -0.0903
C 9.36907 -0.59656 35.73252 -0.0836
C 6.06006 10.78270 30.98761 -0.0866
C 8.05657 4.45721 32.45679 -0.0843
C 13.44712 7.41105 34.24171 -0.1041
C 7.16446 -1.51245 29.62072 -0.0917
C 14.04073 6.76228 35.32489 -0.0925
C 8.88778 0.56447 35.01400 -0.0505
C 13.58474 2.08808 35.49609 -0.2297
C 15.23490 2.56505 30.61762 -0.0659
C 15.28167 4.37985 28.48633 -0.1030
C 10.23356 5.50942 35.64366 0.0623
C 15.90054 6.13746 33.95281 -0.0947
C 8.85660 -2.62872 28.31271 -0.1011
C 10.53033 2.95525 25.69687 -0.0737
C 9.10614 1.91623 37.01898 -0.1113
C 9.45700 -1.04042 29.94299 -0.0949
C 9.00728 3.51794 32.05549 -0.0945
C 14.03682 7.33744 32.99262 -0.1049
C 9.66367 0.81372 37.66417 -0.0862
C 14.28475 0.65211 37.22888 -0.0851
C 3.79326 9.21820 31.10239 -0.0876
C 12.86173 2.75885 26.21416 -0.1047
C 12.09598 0.51940 33.38889 -0.0945
C 5.06484 8.62384 31.01066 -0.0960
C 11.27500 2.62082 27.99422 -0.0902
C 13.55114 2.36017 33.99045 -0.1803
C 10.65863 5.24690 31.89457 -0.0958
C 6.21850 9.40054 31.00741 -0.0946
C 14.61188 4.74861 29.66834 -0.0810
C 10.22436 2.79976 27.09569 -0.0686
C 16.00078 3.18267 28.37244 -0.1071
C 9.82573 -1.92183 28.94227 -0.1050
C 15.93149 2.27911 29.41757 -0.0872
C 3.65585 10.60544 31.06657 -0.1076
C 9.73402 -0.43829 37.04588 -0.1121
C 8.14379 -0.84103 30.36856 -0.0681
C 11.86304 2.93173 25.29395 -0.1087
H 9.19589 2.85489 27.42065 0.0856
H 9.97067 0.92768 38.69332 0.0969
H 10.14240 -1.33807 37.48179 0.1005
H 7.05100 4.16162 32.71726 0.0943
H 9.79842 3.08240 24.91295 0.0914
H 16.90764 5.76588 33.83415 0.1035
H 2.88320 8.63677 31.11378 0.0947
H 6.33982 1.90759 29.44622 0.0994
H 6.17153 -1.21866 29.92761 0.0838
H 9.08873 -3.31765 27.51403 0.1046
H 10.28995 -0.46876 30.32484 0.0859
H 11.06085 3.14913 31.68639 0.0939
H 6.80141 -2.91166 28.04329 0.1019
H 10.36548 4.65840 36.31184 0.0873
H 12.57131 1.84952 35.81883 0.1051
H 4.66298 12.45158 31.10227 0.0983
H 8.59517 0.57680 33.97447 0.0778
H 7.16076 8.88149 30.91181 0.0924
H 10.83963 -1.99941 28.57841 0.1067
H 6.89963 11.46074 31.02978 0.0949
H 12.85223 3.18015 33.82528 0.1124
H 11.87636 -0.13398 32.54454 0.0871
H 7.90036 -0.09261 31.10816 0.0726
H 12.12046 3.19108 24.27764 0.0995
H 2.68612 11.06895 30.96086 0.0998
H 11.71140 5.45722 31.77696 0.0915
H 8.32933 2.66219 35.23335 0.0931
H 16.53038 2.91686 27.46952 0.1017
H 15.31700 1.89817 31.46316 0.0982
H 14.52986 2.73572 33.69183 0.1135
H 16.48071 1.36344 29.25539 0.0982
H 9.42748 -1.57489 35.27880 0.0996
H 9.08717 2.91087 37.43939 0.0933
H 5.98295 3.31316 30.52058 0.0861
H 13.55209 6.77157 36.28799 0.0917
H 14.09556 5.69422 29.74336 0.1004
H 7.66951 6.56796 32.65227 0.0997
H 13.24521 0.32445 37.21863 0.0759
H 13.73017 3.01583 36.04949 0.1172
H 12.04844 -0.09554 34.28761 0.0776
H 9.98482 7.23267 32.15234 0.1084
H 5.12198 7.54631 30.96505 0.0905
H 13.50886 7.73427 32.13810 0.1003
H 8.85128 2.45154 32.12520 0.0849
H 14.92518 -0.22299 37.33909 0.0904
H 11.08046 6.19470 35.67869 0.0784
H 11.38744 1.31824 33.60785 0.0689
H 13.91443 2.91739 26.03230 0.0968
H 15.30778 5.06922 27.65538 0.0987
H 10.06940 5.17684 34.61870 0.0779
H 13.29415 2.47328 28.35536 0.0814
H 15.75079 6.60063 31.89163 0.0965
H 11.06853 2.57242 29.05320 0.0844
H 14.16942 4.01616 31.61504 0.0799
H 14.46837 1.40468 37.99571 0.0869
H 12.51213 7.94676 34.31393 0.0986
H 15.69511 5.66042 36.07701 0.1002
H 4.70332 2.39498 29.55464 0.1003
```

Energy above the lowest of the compared OMol25 structures with the same formula, charge and spin: 1.3204 eV
Gap between HOMO and LUMO: 8.835 eV

A molecular structure, C13H27CoN9O3SSi. Source: the OMol25 dataset; level of theory: ωB97M-V/def2-TZVPD.

```
55
Properties=species:S:1:pos:R:3:lowdin_charge:R:1
Co -0.53043 -1.33877 0.12930 0.6480
S -2.66580 -0.65761 -3.32157 0.5560
Si 1.92914 2.03603 1.00179 0.3849
O 1.95532 -0.92226 -2.14698 0.0469
O 0.67137 1.16837 0.36556 -0.1834
O 2.17477 -2.85922 -3.04173 0.0325
N -2.01654 -2.61351 -0.80821 -0.0037
N 1.54649 -2.04432 -2.36782 -0.3991
N -0.60054 0.56618 -2.09424 -0.0468
N -1.51858 -0.17793 1.70346 0.0704
N 0.40509 -4.65488 -2.45733 0.2015
N -0.33571 0.10100 -4.30117 0.0721
N -1.42976 -3.72570 -1.47919 0.0284
N -1.14807 0.36196 -0.82530 -0.0865
N 0.33067 -2.33945 -1.80838 0.1211
C -0.94289 2.81565 -0.44836 -0.0122
C -2.55004 1.69960 3.42157 -0.0501
C 3.27158 0.76759 1.23904 -0.1459
C 0.65252 -2.59067 1.32829 -0.2473
C -2.56480 0.35721 3.76879 -0.0550
C -2.03271 -0.55024 2.86966 -0.1052
C -0.74471 1.39559 0.05708 -0.5462
C 1.44155 2.81277 2.63758 -0.1544
C 2.49766 3.36620 -0.19089 -0.1601
C -1.99509 2.08763 2.21203 -0.0085
C -1.12645 0.03796 -3.19084 -0.9065
C -1.47319 1.11578 1.37123 -0.1792
C -0.16586 -3.55744 -1.94270 -0.3961
H -0.65945 -0.42153 -5.09449 0.0719
H 0.65567 0.26046 -4.21255 0.0894
H 3.45287 0.23952 0.30079 0.0306
H -2.37365 -1.97013 -1.54375 -0.0404
H 1.76524 4.16654 -0.30845 0.0227
H -2.96428 2.44275 4.09079 0.1101
H -2.97743 0.01794 4.70814 0.1037
H -0.20066 -5.40845 -2.73466 0.1195
H -1.61728 -4.61635 -1.04912 0.1492
H 3.42549 3.81756 0.17071 0.0321
H 1.56618 -2.98284 0.86541 -0.0475
H -2.00927 -1.61246 3.08322 0.1149
H -2.82553 -2.97077 -0.31386 0.1133
H 2.97503 0.02234 1.97959 0.0324
H -1.99863 2.98834 -0.65854 0.1004
H 0.96588 2.07556 3.28811 0.0321
H 0.09460 -3.47697 1.66984 -0.0519
H 4.20859 1.22515 1.56355 0.0323
H 0.96875 -2.07518 2.24348 -0.0491
H 1.27289 -4.51723 -2.95173 0.0881
H -0.59245 3.55526 0.27283 0.0679
H 2.32553 3.19291 3.15561 0.0325
H -0.38645 2.96254 -1.37248 0.0827
H -1.96641 3.13009 1.93308 0.1103
H 2.70226 2.94512 -1.17768 0.0337
H 0.75073 3.65000 2.51362 0.0250
H 0.40677 0.70231 -2.10216 0.1181
```

<S²>: 3.76
Gap between HOMO and LUMO (spin up / spin down): 6.998 / 7.240 eV
2S+1: 4

A molecular structure, C28H44GaN2O4S2. Source: the OMol25 dataset; level of theory: ωB97M-V/def2-TZVPD.

```
81
Properties=species:S:1:pos:R:3:lowdin_charge:R:1
Ga 1.86036 0.51757 0.63095 0.3184
S -3.24358 3.07951 2.20392 0.7532
S -1.69501 1.45141 0.26641 0.8678
O 4.61747 -2.19220 -4.63855 -0.2044
O 7.00418 -3.90967 -4.96330 -0.1903
O 0.54568 -3.31574 6.04967 -0.1949
O 2.46817 -1.14024 5.59719 -0.1894
N 2.07518 -0.53733 -2.06634 -0.1934
N -4.22796 2.24247 -0.17693 -0.1374
C 6.10003 -4.95327 -5.26508 -0.1173
C 5.91829 -1.71828 -4.90228 -0.2161
C 6.75436 -2.71330 -5.67989 -0.2120
C -5.53008 4.35116 0.12076 -0.0371
C 0.73143 -1.12896 1.00870 -0.2397
C 0.53147 3.22253 0.66482 -0.3495
C -4.40780 3.86108 -1.94873 -0.0108
C -5.98883 5.54615 -0.41864 -0.0844
C 1.63628 -0.48316 -3.46396 -0.1521
C -5.44757 0.29730 -0.91365 -0.0061
C 1.77930 -1.82117 4.55221 -0.1884
C 4.44381 -2.70484 -3.32050 -0.1072
C -5.23138 1.24317 0.07788 -0.2344
C -0.71452 2.92972 -0.19260 -0.4552
C -7.17301 -0.72635 0.42266 -0.0994
C 1.01759 2.10772 1.59320 -0.3227
C -4.73558 3.50378 -0.64912 -0.2416
C -3.16574 2.31809 0.78305 -1.0384
C -0.06303 -1.99562 1.33647 -0.0724
C 0.36646 -2.78894 7.34502 -0.1309
C -5.66564 5.90494 -1.71987 -0.1005
C -4.86992 5.05908 -2.48428 -0.0846
C 3.44036 -1.93100 6.24055 -0.1303
C -5.97921 1.19617 1.25017 -0.0311
C -6.42085 -0.68089 -0.74557 -0.0819
C 2.01286 0.77177 -1.37433 -0.3257
C -6.94739 0.21364 1.41771 -0.0833
C 0.43599 -2.33596 5.01720 -0.1915
H -6.57557 -1.40909 -1.53136 0.0987
H -0.79844 -2.67332 1.70619 -0.0138
H -6.03236 6.83719 -2.12851 0.0954
H 3.51787 -3.27708 -3.31834 0.0893
H 4.34149 -2.02761 5.62289 0.0874
H -6.60102 6.19765 0.19187 0.0991
H -5.80076 1.91824 2.03683 0.0787
H -5.78350 4.08370 1.13728 0.0836
H 4.33908 -1.89397 -2.59580 0.0809
H 7.72610 -2.26099 -5.90167 0.1213
H 0.73781 -3.52797 8.05558 0.0838
H 2.38796 -2.64110 4.16033 0.1307
H -7.51966 0.18990 2.33657 0.0996
H 3.31926 0.23575 1.26351 -0.0682
H -7.92366 -1.49423 0.56158 0.0963
H -4.60030 5.31975 -3.50038 0.0982
H 5.82186 -0.80988 -5.50718 0.1244
H 1.83010 0.51209 -3.86711 0.0677
H 3.70886 -1.43014 7.17140 0.0838
H 6.26119 -2.93948 -6.63227 0.1229
H 3.06438 -2.93154 6.47221 0.0802
H 0.56796 -0.70179 -3.57878 0.0694
H -1.40735 3.76920 -0.15527 0.0574
H 6.33746 -5.40899 -6.23437 0.0847
H 1.82322 2.52979 2.20148 0.0325
H -0.19091 -1.50451 5.35485 0.1286
H 2.18831 -1.19644 -4.08122 0.0426
H -0.69539 -2.60529 7.55349 0.0843
H 6.20329 -5.70831 -4.48728 0.0880
H 1.33858 3.45579 -0.03594 0.0912
H 6.42736 -1.44764 -3.97110 0.1290
H 1.60429 -1.12061 3.73316 0.1056
H 1.15096 1.34947 -1.74752 0.0253
H 1.41153 -1.12379 -1.57322 0.0475
H -3.78261 3.19438 -2.52880 0.1182
H 2.91103 1.34089 -1.63115 0.0401
H 5.06736 -4.59949 -5.27989 0.0817
H -4.83957 0.33455 -1.80809 0.1173
H 0.91835 -1.85584 7.48229 0.0811
H -0.45000 2.79000 -1.23897 0.0499
H 0.33004 4.14305 1.22535 0.0883
H 0.22221 1.82016 2.28289 0.0235
H 5.27133 -3.36199 -3.03985 0.0820
H -0.06039 -2.81081 4.16938 0.1068
```

Energy above the lowest of the compared OMol25 structures with the same formula, charge and spin: 2.9202 eV
Total charge: -1
Gap between HOMO and LUMO: 6.728 eV

C4H4N2O in the gas phase in a non-equilibrium geometry. Source: the OMol25 dataset; level of theory: ωB97M-V/def2-TZVPD.

```
11
Properties=species:S:1:pos:R:3:lowdin_charge:R:1
O -2.06565 -0.17684 -0.45053 -0.0231
N 0.00839 -1.39504 -0.05732 0.1071
N 3.17608 -0.39195 0.81682 0.1491
C 2.08308 -0.13730 0.57626 -0.1257
C -1.43593 0.88280 -0.37874 -0.1883
C 0.09371 0.96229 -0.38166 -0.0241
C 0.66468 -0.19308 0.00645 -0.3329
H 0.43793 1.93227 -0.38443 0.0725
H -1.09619 -1.08308 0.10567 0.1022
H -2.12955 1.84253 -0.30719 0.1518
H 0.26346 -2.24260 0.45466 0.1116
```

Energy above the lowest of the compared OMol25 structures with the same formula, charge and spin: 2.3011 eV
Gap between HOMO and LUMO: 9.332 eV

Calculated total energy (computed, eV): -43677.1563 -67158.9042 -65973.2440 -89810.5160 -114961.3659 -9238.1868